# 1
# C25H47AlBr15

A structure of composition C25H47AlBr15 in a non-equilibrium geometry (ωB97M-V with the def2-TZVPD basis set, the OMol25 dataset).

Atoms and positions in Å:
C 3.040 -1.467 1.516
C 1.818 -1.511 0.949
Al 1.586 -2.156 -0.971
C -0.386 -2.470 -1.331
C -1.312 -2.376 -0.111
C -2.832 -2.424 -0.450
C -3.550 -1.082 -0.183
C -3.968 -0.330 -1.461
C -2.799 0.505 -2.020
C -2.855 1.994 -1.665
C -2.305 2.339 -0.272
C -0.870 1.876 0.033
C 0.220 2.885 -0.342
C 1.479 2.715 0.536
C 2.797 3.060 -0.182
C 3.625 1.822 -0.566
C 4.468 2.020 -1.844
C 3.919 1.213 -3.021
C 2.480 1.570 -3.373
C 2.030 0.973 -4.715
C 0.550 0.543 -4.739
H 3.872 -1.015 0.972
H 3.293 -1.909 2.484
H 0.962 -1.300 1.607
H 2.420 -3.549 -1.129
H 2.144 -1.041 -2.030
H -0.708 -1.785 -2.128
H -0.495 -3.484 -1.736
H -1.132 -1.445 0.437
H -1.082 -3.218 0.550
H -2.919 -2.679 -1.509
H -3.326 -3.227 0.105
H -2.863 -0.437 0.372
H -4.436 -1.240 0.440
H -4.226 -1.078 -2.218
H -4.872 0.266 -1.302
H -1.871 0.046 -1.679
H -2.786 0.413 -3.110
H -3.912 2.286 -1.678
H -2.375 2.595 -2.443
H -2.980 1.958 0.501
H -2.319 3.431 -0.167
H -0.798 1.713 1.115
H -0.630 0.915 -0.426
H -0.156 3.906 -0.208
H 0.548 2.743 -1.375
H 1.342 3.274 1.464
H 1.521 1.656 0.820
H 2.566 3.646 -1.077
H 3.400 3.676 0.493
H 4.279 1.568 0.273
H 2.963 0.961 -0.706
H 4.487 3.085 -2.111
H 5.504 1.722 -1.661
H 3.980 0.147 -2.785
H 4.557 1.388 -3.898
H 1.811 1.178 -2.603
H 2.381 2.663 -3.396
H 2.209 1.685 -5.525
H 2.660 0.102 -4.914
H 0.017 1.002 -5.576
H 0.029 0.844 -3.828
H 0.444 -0.537 -4.845
C 0.803 5.318 3.962
Br 1.382 3.989 5.220
Br 2.258 5.970 2.890
Br -0.643 4.678 2.866
H 0.403 6.155 4.513
C -2.955 -6.927 -0.282
Br -2.263 -5.895 -1.740
Br -2.283 -6.296 1.402
Br -4.884 -6.994 -0.299
H -2.605 -7.941 -0.407
C -0.393 -4.449 4.960
Br 0.259 -3.406 3.493
Br 0.270 -3.814 6.655
Br -2.319 -4.561 4.965
H -0.009 -5.453 4.843
C 1.015 -8.374 3.572
Br -0.609 -9.402 3.465
Br 1.082 -6.995 2.244
Br 1.274 -7.666 5.346
H 1.834 -9.053 3.384
C -2.480 7.976 3.502
Br -1.180 8.169 4.910
Br -4.130 8.854 3.950
Br -1.780 8.578 1.821
H -2.685 6.919 3.406

Calculated values
LUMO energy, eV: 1.15
Max |F|, eV/A: 1.53
Total charge: -1
Gap between HOMO and LUMO, Eh: 0.2012
E_tot, Ha: -39833.315971

How positive or negative is each atom? The Löwdin charges in e answer that:
1. C -0.16
2. C -0.31
3. Al 0.26
4. C -0.32
5. C -0.30
6. C -0.21
7. C -0.20
8. C -0.20
9. C -0.21
10. C -0.20
11. C -0.20
12. C -0.21
13. C -0.21
14. C -0.21
15. C -0.20
16. C -0.20
17. C -0.21
18. C -0.24
19. C -0.25
20. C -0.25
21. C -0.11
22. H 0.02
23. H 0.02
24. H -0.02
25. H -0.11
26. H -0.07
27. H 0.03
28. H 0.00
29. H 0.07
30. H 0.06
31. H 0.08
32. H 0.08
33. H 0.09
34. H 0.10
35. H 0.10
36. H 0.10
37. H 0.08
38. H 0.10
39. H 0.10
40. H 0.10
41. H 0.10
42. H 0.09
43. H 0.11
44. H 0.10
45. H 0.09
46. H 0.10
47. H 0.03
48. H 0.10
49. H 0.10
50. H 0.09
51. H 0.11
52. H 0.07
53. H 0.10
54. H 0.10
55. H 0.09
56. H 0.11
57. H 0.06
58. H 0.11
59. H 0.09
60. H 0.10
61. H 0.06
62. H 0.05
63. H 0.07
64. C -1.65
65. Br 0.59
66. Br 0.59
67. Br 0.64
68. H -0.14
69. C -1.63
70. Br 0.64
71. Br 0.53
72. Br 0.55
73. H -0.03
74. C -1.67
75. Br 0.63
76. Br 0.55
77. Br 0.55
78. H -0.15
79. C -1.61
80. Br 0.56
81. Br 0.59
82. Br 0.62
83. H -0.03
84. C -1.65
85. Br 0.62
86. Br 0.58
87. Br 0.58
88. H -0.06

---

# 2
# C25H47BeCl2NO3Si2

A structure of composition C25H47BeCl2NO3Si2 in a non-equilibrium geometry (ωB97M-V with the def2-TZVPD basis set, the OMol25 dataset).

Atoms and positions in Å:
O -1.100 -2.694 -1.516
O -2.221 -0.716 -2.487
C 0.030 -3.568 -1.556
C 0.964 -3.469 -0.386
H 0.600 -3.294 -2.439
H -0.282 -4.608 -1.675
H 0.980 -2.542 0.077
H 1.996 -3.715 -0.658
H 0.704 -4.208 0.371
C -1.919 -2.810 -0.311
C -3.232 -3.455 -0.605
H -1.985 -1.759 0.031
H -1.368 -3.307 0.488
H -3.800 -2.835 -1.304
H -3.748 -3.514 0.342
H -3.035 -4.464 -1.026
C -3.301 0.266 -2.324
C -2.075 -1.364 -3.768
C -4.196 -0.050 -1.205
H -3.901 0.265 -3.237
H -2.783 1.205 -2.251
H -4.750 -0.969 -1.363
H -4.876 0.793 -1.044
H -3.678 -0.167 -0.274
C -3.065 -2.439 -3.903
H -1.034 -1.660 -3.774
H -2.236 -0.610 -4.508
H -2.817 -3.206 -3.198
H -2.984 -2.875 -4.899
H -4.077 -2.098 -3.694
H -1.379 -0.954 -2.010
Be 1.123 1.130 0.814
C 0.222 0.414 -0.771
Si 0.761 0.962 -2.499
H -0.806 0.857 -0.360
H 0.511 -0.715 -0.523
C 1.745 -0.371 -3.430
C 1.853 2.489 -2.153
C -0.491 1.760 -3.788
C 2.742 1.658 0.680
Si 3.794 1.538 2.325
H 2.752 2.726 0.327
H 3.226 1.052 -0.091
C 5.307 2.558 2.071
C 4.216 -0.235 2.602
C 2.807 2.204 3.745
H 0.080 2.534 -4.340
H -1.333 2.267 -3.256
H -0.924 1.032 -4.513
H 2.679 -0.508 -2.861
H 1.973 -0.010 -4.457
H 1.209 -1.340 -3.475
H 2.842 2.071 -1.854
H 1.373 3.040 -1.311
H 1.873 3.060 -3.116
H 4.762 -0.677 1.768
H 3.345 -0.863 2.806
H 4.864 -0.280 3.477
H 2.250 1.424 4.266
H 2.101 2.996 3.474
H 3.513 2.626 4.460
H 5.693 2.839 3.047
H 5.125 3.468 1.515
H 6.088 2.002 1.560
Cl 0.918 -2.558 3.591
C 0.088 -1.071 3.719
C -0.722 -0.718 4.807
C -1.323 0.548 4.898
Cl -2.217 0.957 6.288
C -1.216 1.479 3.817
C -1.722 2.819 3.843
C -1.406 3.673 2.781
C -0.579 3.216 1.721
N -0.113 1.954 1.686
C -0.464 1.095 2.691
C 0.193 -0.174 2.617
O 1.004 -0.365 1.600
H -0.801 -1.446 5.598
H -2.324 3.157 4.674
H -1.748 4.692 2.745
H -0.273 3.856 0.893

Calculated values
LUMO energy, eV: -0.06
Relative energy (zero: lowest compared OMol25 entry of this formula, charge and spin), kJ/mol: 417.7
Max |F|, eV/A: 3.69
Gap between HOMO and LUMO, Eh: 0.2325
E_tot, Ha: -2775.346256

How positive or negative is each atom? The Löwdin charges in e answer that:
1. O -0.24
2. O -0.10
3. C -0.24
4. C -0.07
5. H 0.10
6. H 0.12
7. H 0.03
8. H 0.10
9. H 0.08
10. C -0.22
11. C -0.06
12. H 0.11
13. H 0.12
14. H 0.04
15. H 0.09
16. H 0.10
17. C -0.15
18. C -0.19
19. C -0.05
20. H 0.14
21. H 0.11
22. H 0.08
23. H 0.10
24. H 0.08
25. C -0.04
26. H 0.12
27. H 0.11
28. H 0.06
29. H 0.10
30. H 0.09
31. H 0.12
32. Be -0.04
33. C -0.23
34. Si 0.45
35. H 0.04
36. H 0.03
37. C -0.18
38. C -0.22
39. C -0.19
40. C -0.27
41. Si 0.43
42. H 0.01
43. H 0.00
44. C -0.20
45. C -0.18
46. C -0.17
47. H 0.02
48. H 0.02
49. H 0.01
50. H 0.03
51. H 0.04
52. H 0.00
53. H 0.02
54. H 0.02
55. H 0.02
56. H 0.03
57. H 0.00
58. H 0.03
59. H 0.03
60. H 0.03
61. H 0.02
62. H 0.02
63. H 0.02
64. H 0.03
65. Cl 0.72
66. C -0.61
67. C -0.11
68. C -0.65
69. Cl 0.70
70. C -0.17
71. C 0.00
72. C -0.03
73. C -0.06
74. N 0.08
75. C -0.13
76. C -0.33
77. O -0.13
78. H 0.10
79. H 0.09
80. H 0.10
81. H 0.12

---

# 3
# C25H47Cl2NO3PbSi2

A structure of composition C25H47Cl2NO3PbSi2 in a non-equilibrium geometry (ωB97M-V with the def2-TZVPD basis set, the OMol25 dataset).

Atoms and positions in Å:
O 2.905 0.708 0.753
O 3.415 -1.885 -0.083
C 2.489 2.002 0.310
C 1.575 2.798 1.229
H 2.013 1.865 -0.674
H 3.420 2.564 0.128
H 0.587 2.338 1.354
H 1.420 3.788 0.789
H 2.035 2.943 2.212
C 2.371 0.136 1.964
C 3.434 0.018 3.032
H 2.025 -0.865 1.678
H 1.493 0.697 2.322
H 4.187 -0.726 2.757
H 2.959 -0.316 3.957
H 3.924 0.980 3.220
C 3.358 -3.320 -0.041
C 4.660 -1.317 -0.531
C 3.100 -3.829 1.361
H 4.294 -3.748 -0.439
H 2.528 -3.619 -0.697
H 3.952 -3.639 2.025
H 2.954 -4.911 1.308
H 2.197 -3.393 1.800
C 5.800 -1.617 0.409
H 4.476 -0.239 -0.577
H 4.874 -1.672 -1.554
H 5.582 -1.249 1.417
H 6.689 -1.096 0.043
H 6.018 -2.691 0.445
H 1.903 -0.831 -0.559
Pb -1.836 -0.465 -0.326
C 1.008 -0.893 -1.256
Si 1.540 -1.153 -3.053
H 0.408 -1.750 -0.913
H 0.476 0.068 -1.185
C 2.818 0.175 -3.423
C 0.085 -0.988 -4.223
C 2.296 -2.844 -3.359
C -1.648 1.693 -1.149
Si -3.313 2.279 -1.754
H -0.862 1.689 -1.918
H -1.298 2.312 -0.304
C -3.567 1.601 -3.481
C -3.426 4.153 -1.800
C -4.688 1.676 -0.617
H 2.571 -2.928 -4.421
H 1.583 -3.643 -3.124
H 3.200 -3.009 -2.760
H 2.337 1.158 -3.507
H 3.317 -0.050 -4.375
H 3.585 0.237 -2.639
H -0.625 -0.215 -3.900
H -0.458 -1.938 -4.305
H 0.445 -0.719 -5.226
H -2.492 4.592 -2.175
H -3.627 4.575 -0.806
H -4.238 4.476 -2.466
H -4.590 2.091 0.397
H -4.728 0.579 -0.535
H -5.656 2.010 -1.021
H -4.481 2.017 -3.925
H -3.658 0.508 -3.483
H -2.724 1.878 -4.128
Cl -1.612 3.350 3.064
C -2.709 2.066 3.265
C -3.770 2.142 4.163
C -4.695 1.106 4.289
Cl -5.979 1.248 5.411
C -4.610 -0.067 3.476
C -5.519 -1.147 3.492
C -5.393 -2.157 2.555
C -4.404 -2.077 1.571
N -3.504 -1.086 1.545
C -3.550 -0.128 2.516
C -2.532 0.909 2.459
O -1.542 0.809 1.634
H -3.877 3.026 4.777
H -6.313 -1.179 4.233
H -6.059 -3.014 2.555
H -4.329 -2.843 0.795

Calculated values
LUMO energy, eV: -0.31
Relative energy (zero: lowest compared OMol25 entry of this formula, charge and spin), kJ/mol: 0.0
Max |F|, eV/A: 2.03
Gap between HOMO and LUMO, Eh: 0.2569
E_tot, Ha: -2953.497069

How positive or negative is each atom? The Löwdin charges in e answer that:
1. O -0.21
2. O -0.25
3. C -0.25
4. C -0.09
5. H 0.10
6. H 0.12
7. H 0.03
8. H 0.08
9. H 0.08
10. C -0.25
11. C -0.06
12. H 0.10
13. H 0.11
14. H 0.05
15. H 0.08
16. H 0.08
17. C -0.27
18. C -0.26
19. C -0.07
20. H 0.12
21. H 0.10
22. H 0.08
23. H 0.08
24. H 0.08
25. C -0.06
26. H 0.10
27. H 0.12
28. H 0.06
29. H 0.08
30. H 0.07
31. H 0.04
32. Pb 1.33
33. C -0.25
34. Si 0.46
35. H -0.03
36. H -0.04
37. C -0.17
38. C -0.18
39. C -0.18
40. C -0.44
41. Si 0.35
42. H -0.01
43. H -0.01
44. C -0.19
45. C -0.19
46. C -0.19
47. H 0.04
48. H 0.03
49. H 0.01
50. H 0.03
51. H 0.03
52. H 0.02
53. H 0.01
54. H 0.03
55. H 0.04
56. H 0.03
57. H 0.03
58. H 0.03
59. H 0.04
60. H 0.01
61. H 0.04
62. H 0.03
63. H 0.03
64. H 0.03
65. Cl 0.74
66. C -0.62
67. C -0.12
68. C -0.64
69. Cl 0.70
70. C -0.17
71. C -0.01
72. C -0.05
73. C -0.13
74. N -0.03
75. C -0.16
76. C -0.40
77. O -0.27
78. H 0.10
79. H 0.10
80. H 0.11
81. H 0.11